--- w ---
Below is a 5-piece molecular cluster, C15H35N5O5 overall, with properties calculated with ωB97M-V with the def2-TZVPD basis set.

Values from the calculation:
2S+1   1
Orbital gap   0.3484 hartree
Structure (SMILES)   CN(C)C=O.CN(C)C=O.CN(C)C=O.CN(C)C=O.CN(C)C=O
Total charge   0

Cartesian coordinates (Å):
O 8.82191 11.01209 16.45064
O 9.66415 11.61231 9.43893
O 5.92647 13.39385 12.62180
O 4.18112 7.86149 19.39377
O 6.17288 7.59119 12.71904
N 6.68250 7.02531 10.55812
N 7.51204 12.35390 9.50140
N 5.88482 9.31982 18.86878
N 8.05053 10.32532 14.40538
N 5.33882 13.56252 14.82854
C 8.17865 8.85326 14.72926
C 5.01195 14.41642 15.93844
C 5.18342 12.08429 14.93716
C 7.85959 13.68291 9.98364
C 5.95729 6.97398 11.68842
C 7.89958 7.81308 10.43855
C 8.39960 11.25984 15.34796
C 6.54945 10.61625 19.08943
C 7.70475 10.74194 12.98447
C 6.40908 8.51221 17.80782
C 6.30361 6.36579 9.38134
C 6.19165 11.97291 9.08295
C 4.77534 8.95660 19.49027
C 8.48388 11.45333 9.21310
C 5.61526 14.05450 13.57033
H 7.50178 13.82769 11.02237
H 7.32519 10.57215 19.88218
H 6.19072 7.49558 17.98765
H 5.22984 11.65491 13.96057
H 5.90130 10.91624 9.30283
H 5.47674 12.56250 9.65798
H 8.69586 7.19442 9.94189
H 8.11249 8.16850 11.43991
H 6.95668 5.53572 9.16722
H 7.75824 8.62050 9.72742
H 7.39408 14.47798 9.34660
H 7.33090 8.22988 14.70028
H 4.37805 9.73619 20.16971
H 5.03915 6.29863 11.65791
H 7.07218 10.93542 18.18923
H 4.00986 14.15720 16.34401
H 8.27534 12.27213 14.93308
H 5.45698 15.13310 13.52391
H 8.89802 8.42829 13.96987
H 8.52044 10.36807 12.32786
H 5.89004 11.66196 15.65810
H 4.15772 11.92922 15.25631
H 6.18197 7.06026 8.47758
H 5.85009 11.44836 19.27988
H 6.82105 10.21974 12.56779
H 8.61676 8.75891 15.72173
H 8.94524 13.73091 9.98921
H 6.06524 12.08315 7.98683
H 7.56869 11.85276 12.93275
H 5.02468 15.44807 15.64380
H 7.45091 8.70479 17.81859
H 5.74497 14.33817 16.73539
H 8.11578 10.61867 8.58622
H 5.33436 5.86513 9.57169
H 6.00909 8.79074 16.85500

***

--- x ---
Below is a 5-piece molecular cluster, C15H35N5O5 overall, with properties calculated with ωB97M-V with the def2-TZVPD basis set.

Values from the calculation:
2S+1   1
Orbital gap   0.3315 hartree
Structure (SMILES)   CN(C)C=O.CN(C)C=O.CN(C)C=O.CN(C)C=O.CN(C)C=O
Total charge   0

Cartesian coordinates (Å):
O 1.04709 -2.64418 4.05364
O -4.48657 7.11769 -2.37005
O 0.50565 -6.22600 -0.81598
O 0.84078 -0.12161 -0.71424
O 3.28751 0.16836 3.54058
N -1.25416 0.55714 -1.32026
N 4.16333 0.55121 1.49396
N 1.48436 -4.52931 0.37681
N -3.77411 5.13708 -3.27934
N -0.56754 -1.76838 2.73865
C 3.97599 0.72895 0.02224
C 1.68404 -5.29932 1.59281
C -1.31413 1.52974 -0.21643
C -0.18231 -0.17124 -1.45818
C -2.69142 4.82149 -2.33300
C 0.82733 -5.03619 -0.68128
C -4.57574 6.18379 -3.15449
C -1.04995 -3.03482 2.06820
C 2.02028 -3.20402 0.37581
C -2.33389 0.54761 -2.22178
C 3.17687 0.12530 2.31903
C 0.41781 -1.67393 3.66157
C -1.38562 -0.63594 2.39113
C 5.41764 1.00674 2.05923
C -4.08666 4.02883 -4.20272
H 2.34370 -0.27439 1.72047
H -5.45378 6.11200 -3.81484
H -0.33363 -3.85391 2.13206
H -1.57160 -0.77842 1.32661
H 5.41509 0.94625 3.14755
H -2.21704 -0.16060 -3.04209
H -0.85685 0.30068 2.56791
H -1.79926 4.40358 -2.79938
H -0.40213 1.51989 0.38045
H -3.22175 0.13763 -1.74039
H -4.71573 3.28016 -3.72121
H 3.58774 1.74728 0.00323
H 6.25912 0.34983 1.83906
H 1.57457 -2.64541 1.19885
H -2.48862 5.73060 -1.76688
H -4.57893 4.45936 -5.07475
H -2.03297 -3.39407 2.37268
H -0.33354 -0.94101 -2.23068
H 5.63913 1.99721 1.66169
H -2.27410 -0.60668 3.02187
H 2.76368 -5.39101 1.71149
H -2.23587 1.47062 0.36235
H 1.19967 -6.27533 1.62242
H -2.42887 1.53234 -2.67938
H -1.22340 2.53994 -0.61562
H 0.60051 -0.64445 4.00650
H 1.33757 -4.77359 2.48257
H -3.09304 4.07908 -1.64335
H -1.15658 -2.91646 0.98991
H 1.83398 -2.70793 -0.57670
H 4.81799 0.57060 -0.65161
H 3.16606 0.14263 -0.41174
H -3.18007 3.51222 -4.51781
H 0.80566 -4.34018 -1.53410
H 3.10669 -3.28744 0.34696

***

Which one is most stable, and which one is least stable? w is the most stable of them, while x is the least stable.

***

--- w ---
Below is an isolated ion of composition C3H4N3O2S and charge -1, with properties calculated with ωB97M-V with the def2-TZVPD basis set.

Values from the calculation:
2S+1   1
Orbital gap (spin up / spin down)   0.2223 / 0.2146 hartree
Structure (SMILES)   C/N=C(\[O-])NC(=O)N=S
Total charge   -1

Cartesian coordinates (Å):
S -1.86776 -1.88934 1.75092
O 0.44546 1.13418 -1.80969
O 0.15799 -3.20573 -0.70864
N -0.53094 -1.83243 0.98161
N 0.28126 -1.02909 -1.10916
N 0.33116 0.59451 0.44430
C -0.06276 -2.07786 -0.29147
C 0.38589 0.32293 -0.86626
C 0.06385 2.00439 0.75804
H 0.79316 -1.22877 -1.94596
H 0.16750 2.59148 -0.07900
H -0.91381 2.18240 1.23350
H 0.74898 2.43333 1.64182

***

--- x ---
Below is an isolated ion of composition C3H4N3O2S and charge -1, with properties calculated with ωB97M-V with the def2-TZVPD basis set.

Values from the calculation:
2S+1   1
Orbital gap   0.2504 hartree
Structure (SMILES)   N/N=C/C=N\SC(=O)[O-]
Total charge   -1

Cartesian coordinates (Å):
S 1.28558 -2.75729 -0.75423
O -1.18133 -3.34959 0.02467
O -1.06080 -2.24598 -1.97862
N 1.14720 -2.15529 0.75346
N -1.25982 1.00709 -1.27059
N -0.16059 0.33868 -0.71733
C -0.45010 -0.24174 0.36191
C 0.57309 -1.06670 1.10043
C -0.83716 -2.77439 -0.94439
H -2.22346 0.62546 -1.01216
H -1.47619 -0.20954 0.82087
H 0.70673 -0.72565 2.13509
H -1.19647 1.23953 -2.25418

***

Which one is most stable, and which one is least stable? w is the most stable of them, while x is the least stable.

***

--- w ---
Below is C4H8Cl2 as an isolated structure, with properties calculated with ωB97M-V with the def2-TZVPD basis set.

Values from the calculation:
2S+1   1
Orbital gap   0.3984 hartree
Total charge   0

Cartesian coordinates (Å):
Cl -2.55866 -0.35335 -0.17027
Cl -0.94765 2.00840 0.16637
C -1.12367 0.52583 -0.59187
C -0.05888 -0.41944 1.41775
C 1.35609 -0.01719 -0.71837
C -0.01154 -0.42499 -0.15738
H 2.07133 0.80769 -0.13325
H 1.16596 0.49628 -1.70986
H 0.85020 -0.90945 2.18347
H 1.95758 -1.04884 -1.08970
H -0.24504 -1.36745 -0.54933
H -1.25277 0.56078 -1.74122
H -0.16059 0.91362 1.51400
H -1.04236 -0.77189 1.57967

***

--- x ---
Below is a single C4H8Cl2 molecule, with properties calculated with ωB97M-V with the def2-TZVPD basis set.

Values from the calculation:
2S+1   1
Orbital gap   0.4223 hartree
Structure (SMILES)   CC(C)(Cl)CCl
Total charge   0

Cartesian coordinates (Å):
Cl -0.70821 2.18184 0.00774
Cl 2.60329 0.95671 0.00320
C 1.13564 0.17634 -0.73223
C -0.16587 0.43478 0.02699
C -1.22865 -0.45177 -0.62509
C 0.01278 -0.12393 1.48814
H -2.23896 -0.17855 -0.55083
H -1.09552 -1.53923 -0.41257
H 0.57633 -1.03515 1.30797
H 1.10792 0.57337 -1.80418
H -1.11918 -0.42544 -1.76564
H 0.65058 0.65772 1.91537
H -0.91007 -0.31218 1.99412
H 1.37993 -0.91451 -0.85299

***

Which one is most stable, and which one is least stable? x is the most stable of them, while w is the least stable.

***

--- w ---
Below is a 2-piece molecular cluster, C2H3ClS overall, with properties calculated with ωB97M-V with the def2-TZVPD basis set.

Values from the calculation:
2S+1   1
Orbital gap (spin up / spin down)   0.2831 / 0.2891 hartree
Total charge   0

Cartesian coordinates (Å):
Cl -1.96568 -1.52245 0.07035
S -1.99275 1.49203 -0.06272
C -1.35616 0.03168 0.02567
C 1.36700 -0.01403 -0.03478
H 1.56938 0.40761 -1.03063
H 0.81380 0.59318 0.64123
H 1.56439 -0.98803 0.39088

***

--- x ---
Below is a 2-piece molecular cluster, C2H3ClS overall, with properties calculated with ωB97M-V with the def2-TZVPD basis set.

Values from the calculation:
2S+1   1
Orbital gap (spin up / spin down)   0.3259 / 0.3035 hartree
Total charge   0

Cartesian coordinates (Å):
Cl -2.39484 -0.78920 0.07902
S -0.81125 1.96769 0.17946
C 0.13334 0.57173 0.11632
C -1.09368 0.27139 -0.65860
H -1.32486 0.16119 -1.78234
H 1.07730 0.44586 -0.33431
H 0.19428 -1.02103 1.74728

***

Which one is most stable, and which one is least stable? w is the most stable of them, while x is the least stable.